(1)
{
  "formula": "CH2Cl3Hg2",
  "method": "ωB97M-V with the def2-TZVPD basis set",
  "e_homo_ev": -20.141,
  "lumo_energy_ev": -17.5,
  "e_above_lowest_kj_mol": 32.1,
  "charge": 3,
  "gap_ev": 2.623,
  "energy_ev": -46946.149,
  "symbols": ["Hg", "Hg", "Cl", "C", "Cl", "Cl", "H", "H"],
  "positions_angstrom": [[2.36952, -2.32310, -2.28943], [-1.38696, -2.75199, -3.14008], [0.04408, -1.65636, -1.34594], [-0.29245, 1.29332, 1.34209], [0.18528, 2.91677, 1.02722], [0.65498, 0.46276, 2.49385], [-1.37145, 1.27498, 1.58338], [-0.20300, 0.78362, 0.32892]],
  "atomic_forces_ev_per_a": [[0.04, 0.12, 0.30], [-0.12, 0.21, 0.42], [0.11, -0.40, -0.90], [0.32, 0.64, -0.06], [-0.13, 0.05, -0.06], [-0.10, -0.24, 0.12], [0.02, -0.19, -0.02], [-0.15, -0.20, 0.20]],
  "mulliken_charge": [1.14, 1.21, -0.18, 0.13, 0.20, 0.15, 0.39, -0.03]
}

=====

(2)
{
  "formula": "C3H9O2",
  "method": "ωB97M-V with the def2-TZVPD basis set",
  "e_homo_ev": -2.765,
  "lumo_energy_ev": 4.5,
  "e_above_lowest_kj_mol": 24.8,
  "charge": -1,
  "gap_ev": 7.254,
  "energy_ev": -7351.871,
  "symbols": ["C", "O", "C", "C", "H", "H", "H", "H", "H", "H", "H", "H", "H", "O"],
  "positions_angstrom": [[-0.28562, -0.96133, -0.72699], [0.00348, -1.59673, 0.44746], [0.71236, 0.14318, -1.15648], [0.81450, 1.20424, -0.06035], [-1.27712, -0.44566, -0.73360], [-0.39146, -1.67484, -1.58545], [0.27834, 0.58152, -2.07254], [1.70693, -0.22799, -1.41319], [1.73686, 1.79811, -0.17545], [0.97261, 0.59255, 0.83298], [0.00541, 1.92324, 0.01732], [-1.78884, -0.87046, 2.74718], [-1.05165, -0.39818, 1.51546], [-1.43578, -0.06767, 2.36365]],
  "atomic_forces_ev_per_a": [[0.30, -0.78, 0.19], [-0.39, 0.78, -0.30], [-1.04, 0.63, -0.45], [1.57, -0.42, -0.07], [-0.17, 0.17, 0.11], [0.19, 0.07, -0.08], [0.26, 0.02, -0.04], [-0.02, -0.27, 0.18], [-0.17, -0.01, -0.07], [-0.41, 0.44, 0.36], [-0.43, -0.31, 0.08], [0.04, -0.19, 0.02], [0.57, -0.52, 0.22], [-0.31, 0.39, -0.16]],
  "mulliken_charge": [-0.69, -0.90, -0.22, -1.13, 0.21, 0.33, 0.24, 0.34, 0.33, 0.30, 0.27, 0.28, 0.38, -0.73]
}

=====

(3)
{
  "formula": "C7H14N",
  "method": "ωB97M-V with the def2-TZVPD basis set",
  "e_homo_ev": -13.053,
  "lumo_energy_ev": -3.3,
  "e_above_lowest_kj_mol": 90.4,
  "charge": 1,
  "gap_ev": 9.722,
  "smiles": "C=CC(=C)C[C@@H](C)[NH3+]",
  "energy_ev": -8968.141,
  "symbols": ["C", "C", "C", "C", "C", "C", "C", "N", "H", "H", "H", "H", "H", "H", "H", "H", "H", "H", "H", "H", "H", "H"],
  "positions_angstrom": [[1.30043, -2.23364, 0.49908], [1.07886, -0.70980, 0.53908], [-0.28127, -0.27030, 1.04101], [-0.73757, 1.04970, 0.44630], [-0.34431, 2.23181, 0.91821], [-1.67395, -0.12754, -1.54571], [-1.52663, 0.97434, -0.82065], [1.41357, -0.24901, -0.90298], [0.64045, -2.81676, -0.14141], [2.37585, -2.38893, 0.44590], [0.91387, -2.66269, 1.43130], [1.93891, -0.43076, 1.11335], [-1.14857, -0.92895, 1.08411], [-0.10327, -0.01604, 2.10073], [-0.61270, 3.23000, 0.60473], [0.24996, 2.16875, 1.82755], [-2.21230, -0.17890, -2.48565], [-1.33139, -1.12643, -1.29569], [-1.91919, 1.94109, -1.11399], [0.59022, -0.34213, -1.51317], [2.03506, -0.94113, -1.33274], [1.82185, 0.68246, -0.98210]],
  "atomic_forces_ev_per_a": [[-1.05, 0.03, 1.19], [0.01, -2.42, -1.41], [0.10, 2.18, 1.51], [-0.36, 0.08, -1.59], [0.28, -0.63, 1.25], [-0.48, -0.44, -0.81], [0.59, 0.18, 0.88], [-0.20, -0.77, -0.19], [0.45, 0.31, -1.00], [-0.16, -0.69, -0.36], [0.62, 0.37, 0.39], [-0.02, 1.21, 0.51], [0.57, -0.71, -0.61], [-0.05, -0.34, -0.22], [-0.15, -0.19, -0.46], [0.05, 0.40, -0.03], [-0.09, 0.50, 0.06], [0.20, 0.08, 0.59], [-0.18, -0.17, -0.36], [-0.33, 0.68, 0.29], [0.44, 0.29, 0.37], [-0.23, 0.04, 0.03]],
  "mulliken_charge": [-1.62, 0.33, -1.04, 0.72, -1.14, -1.22, 0.01, -0.23, 0.38, 0.47, 0.42, 0.35, 0.51, 0.45, 0.35, 0.28, 0.26, 0.31, 0.35, 0.27, 0.42, 0.36]
}